No. 1
Computed, not measured: a 6-piece molecular cluster, C31H56N4O15P overall in a non-equilibrium geometry, with the ωB97M-V functional and the def2-TZVPD basis.

Results
- HOMO energy: -0.425 Ha
- Molar mass: 755.8 g/mol
- Total charge: +1
- Largest force on an atom: 0.101 Eh/bohr

```
107
C31H56N4O15P, DFT the ωB97M-V functional and the def2-TZVPD basis
C -1.269 4.499 -1.847
C -1.643 3.095 -1.187
O -0.982 2.708 -0.194
O -2.722 2.322 -1.671
C -3.233 1.432 -0.644
C -4.546 0.724 -1.195
C -4.253 -0.612 -2.025
C -3.582 -0.375 -3.454
C -1.990 -0.193 -3.422
C -1.164 -1.527 -3.758
N 0.108 -1.611 -2.974
C -0.060 -2.423 -1.757
N 0.321 -3.816 -1.742
C 1.798 -4.024 -1.521
C 2.668 -2.689 -1.432
N 4.100 -3.125 -1.195
N -0.579 -1.857 -0.670
P -0.837 -2.614 0.899
O -1.138 -4.096 0.863
O 0.445 -2.162 1.898
O -2.228 -1.846 1.539
H -2.176 5.156 -2.042
H -0.671 4.260 -2.788
H -0.565 5.089 -1.163
H -3.401 2.023 0.319
H -2.451 0.623 -0.420
H -5.212 0.435 -0.316
H -5.156 1.491 -1.795
H -5.277 -1.102 -2.209
H -3.660 -1.366 -1.389
H -3.788 -1.322 -4.069
H -4.037 0.536 -3.977
H -1.599 0.198 -2.429
H -1.712 0.584 -4.215
H -1.784 -2.473 -3.668
H -0.852 -1.445 -4.861
H 0.494 -0.686 -2.745
H 0.037 -4.183 -2.659
H 1.904 -4.636 -0.559
H 2.182 -4.665 -2.392
H 2.677 -2.169 -2.441
H 2.393 -2.020 -0.558
H 4.222 -3.041 -0.169
H 4.185 -4.131 -1.431
H -0.861 -0.859 -0.758
H 0.272 -1.218 2.142
H -2.108 -1.733 2.513
O 4.220 -0.611 0.911
C 4.846 -1.145 1.792
O 5.208 -2.454 1.774
C 5.842 -2.791 3.020
C 6.335 -1.477 3.580
C 5.297 -0.496 3.073
H 5.104 -3.269 3.669
H 6.658 -3.490 2.839
H 6.439 -1.485 4.664
H 7.312 -1.233 3.149
H 4.445 -0.418 3.752
H 5.729 0.486 2.883
O -5.949 1.968 0.950
C -6.565 1.456 1.849
O -7.547 2.082 2.547
C -7.993 1.232 3.612
C -7.608 -0.168 3.191
C -6.341 0.069 2.395
H -7.495 1.541 4.535
H -9.071 1.339 3.739
H -7.478 -0.850 4.032
H -8.380 -0.584 2.537
H -5.454 0.077 3.032
H -6.231 -0.656 1.589
O 7.130 -3.768 5.440
C 7.994 -3.482 6.228
O 7.861 -2.526 7.183
C 9.108 -2.364 7.873
C 9.855 -3.659 7.651
C 9.375 -4.081 6.277
H 9.632 -1.503 7.449
H 8.920 -2.177 8.931
H 10.938 -3.549 7.723
H 9.542 -4.400 8.392
H 9.981 -3.643 5.481
H 9.336 -5.165 6.179
O -2.627 9.149 -0.856
C -1.997 8.605 0.009
O -1.653 7.287 -0.015
C -1.005 6.942 1.216
C -0.485 8.249 1.772
C -1.516 9.245 1.284
H -1.740 6.472 1.877
H -0.201 6.231 1.021
H -0.363 8.237 2.856
H 0.488 8.480 1.326
H -2.357 9.334 1.976
H -1.073 10.221 1.089
O -4.487 0.129 -7.100
C -3.575 -0.514 -7.550
O -3.576 -1.871 -7.658
C -2.298 -2.312 -8.131
C -1.694 -1.113 -8.826
C -2.261 0.045 -8.030
H -1.702 -2.639 -7.273
H -2.429 -3.156 -8.810
H -0.604 -1.135 -8.854
H -2.056 -1.061 -9.857
H -1.640 0.287 -7.164
H -2.413 0.925 -8.653
```

---

No. 2
Computed, not measured: a 7-piece molecular cluster, C31H56NO18 overall in a non-equilibrium geometry, with the ωB97M-V functional and the def2-TZVPD basis.

Results
- HOMO energy: -0.083 Ha
- Molar mass: 730.8 g/mol
- Total charge: -1
- Largest force on an atom: 0.056 Eh/bohr

```
106
C31H56NO18, DFT the ωB97M-V functional and the def2-TZVPD basis
C -0.433 -0.503 1.965
C -1.227 -1.010 0.728
C -2.641 -1.379 0.888
C -3.422 -1.898 -0.210
C -2.788 -2.064 -1.555
C -1.403 -1.652 -1.705
C -0.584 -1.124 -0.582
C 0.914 -0.773 -0.915
N 1.456 0.397 -0.235
C 0.577 1.558 -0.354
C 0.065 1.873 -1.813
C -0.905 3.142 -1.871
C -2.327 2.789 -1.244
C -0.356 4.381 -1.077
H 0.670 -0.577 1.830
H -0.787 -1.001 2.907
H -0.687 0.590 2.087
H -3.133 -1.257 1.885
H -4.483 -2.189 -0.048
H -3.296 -2.477 -2.452
H -0.918 -1.766 -2.705
H 1.527 -1.659 -0.557
H 1.033 -0.755 -2.046
H 1.189 2.450 -0.020
H -0.335 1.543 0.320
H -0.549 1.035 -2.256
H 0.900 2.072 -2.544
H -1.079 3.480 -2.935
H -3.093 3.522 -1.636
H -2.285 2.986 -0.135
H -2.655 1.744 -1.461
H 0.673 4.696 -1.389
H -0.270 4.092 0.011
H -1.045 5.267 -1.118
C 6.799 -3.780 1.411
O 6.368 -2.855 0.418
C 5.620 -1.841 0.891
O 5.305 -1.672 2.044
O 5.290 -1.062 -0.132
C 4.480 0.074 0.224
H 7.390 -4.546 0.912
H 7.426 -3.285 2.153
H 5.944 -4.259 1.888
H 5.017 0.726 0.917
H 3.530 -0.245 0.651
H 4.272 0.632 -0.684
C -4.074 7.830 -4.463
O -2.803 8.281 -4.933
C -1.762 7.598 -4.434
O -1.823 6.683 -3.661
O -0.640 8.118 -4.951
C 0.560 7.483 -4.504
H -4.836 8.451 -4.930
H -4.245 6.793 -4.752
H -4.147 7.944 -3.381
H 0.571 6.432 -4.795
H 0.670 7.584 -3.424
H 1.396 7.986 -4.987
C 3.581 -3.555 3.740
O 2.868 -4.705 4.215
C 3.394 -5.269 5.301
O 4.381 -4.902 5.888
O 2.632 -6.323 5.631
C 3.077 -7.030 6.785
H 3.062 -3.184 2.858
H 3.587 -2.768 4.493
H 4.596 -3.823 3.456
H 3.064 -6.383 7.664
H 4.075 -7.440 6.625
H 2.385 -7.855 6.952
C -1.612 -4.993 0.404
O -2.874 -5.518 0.831
C -3.009 -6.832 0.662
O -2.185 -7.579 0.196
O -4.228 -7.185 1.101
C -4.510 -8.576 0.979
H -1.619 -3.918 0.580
H -0.800 -5.448 0.972
H -1.470 -5.159 -0.664
H -3.810 -9.165 1.573
H -4.482 -8.885 -0.066
H -5.516 -8.742 1.363
C -0.313 -5.592 6.722
O -1.584 -6.098 7.137
C -1.729 -7.415 6.969
O -0.905 -8.167 6.516
O -2.954 -7.755 7.393
C -3.249 -9.144 7.271
H -0.309 -4.519 6.905
H 0.490 -6.045 7.302
H -0.160 -5.761 5.656
H -2.562 -9.739 7.874
H -3.211 -9.456 6.226
H -4.261 -9.299 7.642
C 0.910 13.809 -7.948
O -0.100 12.844 -8.236
C 0.127 11.636 -7.700
O 1.079 11.330 -7.027
O -0.883 10.834 -8.042
C -0.772 9.500 -7.534
H 0.620 14.741 -8.431
H 0.983 13.981 -6.874
H 1.872 13.492 -8.353
H -0.767 9.501 -6.445
H 0.123 9.014 -7.924
H -1.644 8.943 -7.874
```

---

Q: Which formula does entry 1 have?
A: C31H56N4O15P

---

Q: The lowest molar mass belongs to which entry?
A: C31H56NO18